{
  "formula": "C53H45ClNO23PS",
  "method": "wB97M-V/def2-TZVPD",
  "homo_ev": -10.13,
  "smiles": "NCO[P@@](=O)(OO)OCCCCS(=O)(=O)Cl.O=C1C=CC(=O)C=C1.O=C1C=CC(=O)C=C1.O=C1C=CC(=O)C=C1.O=C1C=CC(=O)C=C1.O=C1C=CC(=O)C=C1.O=C1C=CC(=O)C=C1.O=C1C=CC(=O)C=C1.O=C1C=CC(=O)C=C1",
  "e_above_lowest_kcal_mol": 0.00,
  "mol_weight_da": 1162.42,
  "lumo_energy_ha": -0.0674,
  "symbols": ["N", "C", "O", "P", "O", "O", "O", "O", "C", "C", "C", "C", "S", "O", "O", "Cl", "H", "H", "H", "H", "H", "H", "H", "H", "H", "H", "H", "H", "H", "O", "C", "C", "C", "C", "O", "C", "C", "H", "H", "H", "H", "O", "C", "C", "C", "C", "O", "C", "C", "H", "H", "H", "H", "O", "C", "C", "C", "C", "O", "C", "C", "H", "H", "H", "H", "O", "C", "C", "C", "C", "O", "C", "C", "H", "H", "H", "H", "O", "C", "C", "C", "C", "O", "C", "C", "H", "H", "H", "H", "O", "C", "C", "C", "C", "O", "C", "C", "H", "H", "H", "H", "O", "C", "C", "C", "C", "O", "C", "C", "H", "H", "H", "H", "O", "C", "C", "C", "C", "O", "C", "C", "H", "H", "H", "H"],
  "xyz": [[7.238456, -2.337584, 3.187602], [6.558940, -1.098505, 3.401802], [5.109114, -1.295477, 3.261805], [4.198219, -0.059453, 2.934029], [4.748289, 1.281309, 3.054847], [3.754062, -0.456278, 1.404593], [3.598139, 0.671092, 0.547563], [2.922566, -0.387577, 3.806928], [1.653250, 0.191044, 3.449071], [0.777227, -0.719106, 2.556343], [1.301083, -2.151593, 2.391376], [0.253084, -3.169645, 1.949852], [-1.289732, -3.227091, 2.842877], [-2.137773, -2.169990, 2.395774], [-1.755729, -4.572053, 2.865330], [-0.718987, -2.787559, 4.746005], [6.657740, -2.936246, 2.608913], [7.346161, -2.836242, 4.063453], [6.876213, -0.358000, 2.669125], [6.742502, -0.730419, 4.408801], [2.726991, 1.034072, 0.767561], [1.810213, 1.178082, 3.005327], [1.147174, 0.366059, 4.395579], [-0.217055, -0.706177, 3.000982], [0.662914, -0.259952, 1.569615], [2.058023, -2.142387, 1.607792], [1.798786, -2.517727, 3.286844], [0.634757, -4.185299, 2.059430], [-0.034801, -3.027442, 0.905993], [7.776798, -1.435001, -0.234739], [7.074198, -1.542312, -1.220302], [7.638173, -2.007454, -2.512884], [6.865466, -2.126511, -3.588859], [5.416245, -1.804705, -3.532506], [4.716127, -1.931899, -4.518159], [4.855339, -1.341113, -2.242470], [5.629778, -1.216840, -1.169876], [8.695957, -2.238488, -2.520894], [7.240870, -2.463293, -4.546735], [3.799800, -1.112871, -2.227787], [5.264741, -0.888465, -0.208170], [-1.795132, 2.531426, -0.048208], [-2.851064, 2.045821, 0.316183], [-2.938205, 0.644389, 0.775612], [-4.093926, 0.118964, 1.170469], [-5.341704, 0.919152, 1.171979], [-6.399039, 0.445125, 1.534376], [-5.252103, 2.326464, 0.711935], [-4.097352, 2.852575, 0.311516], [-2.020425, 0.070640, 0.764828], [-4.173152, -0.908492, 1.499185], [-6.173653, 2.897955, 0.722399], [-4.016500, 3.877114, -0.033459], [0.821574, 7.706852, -2.995919], [-0.217305, 7.210966, -2.619234], [-0.283214, 5.798413, -2.167896], [-1.424584, 5.251481, -1.755720], [-2.677241, 6.045707, -1.733329], [-3.724554, 5.554657, -1.356925], [-2.620785, 7.457809, -2.182304], [-1.477662, 7.999358, -2.593292], [0.649028, 5.248359, -2.194963], [-1.501403, 4.225309, -1.411668], [-3.554278, 8.005677, -2.156090], [-1.403213, 9.026269, -2.927759], [-6.885176, 5.162174, 2.740656], [-5.821028, 5.301892, 3.304310], [-4.663284, 5.927173, 2.615060], [-3.490412, 6.068896, 3.226194], [-3.290643, 5.610908, 4.625025], [-2.222310, 5.738219, 5.181878], [-4.450007, 4.988218, 5.314409], [-5.622570, 4.845393, 4.702895], [-4.832641, 6.249543, 1.594422], [-2.629871, 6.516790, 2.745246], [-4.277880, 4.662173, 6.332292], [-6.481816, 4.393172, 5.181671], [-4.982256, -1.054050, -1.422495], [-5.955180, -1.722659, -1.715986], [-5.879421, -2.751107, -2.781738], [-6.942253, -3.475357, -3.118263], [-8.249595, -3.286970, -2.438134], [-9.216714, -3.949161, -2.744940], [-8.320614, -2.260550, -1.369172], [-7.257185, -1.536577, -1.032285], [-4.918213, -2.868783, -3.265190], [-6.914085, -4.228433, -3.895431], [-9.283487, -2.138701, -0.889706], [-7.290731, -0.785393, -0.253502], [13.256831, -3.012194, 1.404684], [12.213610, -3.581541, 1.643766], [12.202342, -4.888882, 2.353410], [11.062665, -5.521342, 2.617866], [9.754771, -4.945245, 2.213183], [8.713847, -5.520082, 2.459551], [9.765909, -3.643836, 1.504347], [10.905592, -3.009816, 1.242934], [13.169920, -5.283955, 2.636101], [11.026738, -6.472743, 3.133478], [8.803031, -3.240657, 1.225385], [10.932960, -2.055614, 0.732008], [-7.738784, 0.388256, -3.907562], [-7.606785, 1.591739, -3.838952], [-7.224400, 2.262696, -2.571121], [-7.079913, 3.583805, -2.505158], [-7.291379, 4.443357, -3.698075], [-7.156037, 5.645765, -3.641418], [-7.674264, 3.771357, -4.966285], [-7.819864, 2.451148, -5.031173], [-7.069733, 1.617660, -1.714177], [-6.799411, 4.099243, -1.594865], [-7.823597, 4.419069, -5.820812], [-8.096995, 1.937059, -5.942719], [-0.289663, -6.413659, -4.351237], [0.398784, -5.697735, -3.658839], [1.401110, -4.776871, -4.250450], [2.162966, -3.995910, -3.488260], [2.038895, -4.014603, -2.009990], [2.737792, -3.312792, -1.304334], [1.032021, -4.930703, -1.415616], [0.271055, -5.711047, -2.177344], [1.472991, -4.781925, -5.330604], [2.896405, -3.316625, -3.906138], [0.965921, -4.932195, -0.334530], [-0.465356, -6.390864, -1.767760]],
  "atomic_forces_ev_per_a": [[-0.40, -0.16, 0.43], [0.30, -0.06, -0.19], [-0.13, 0.17, 0.30], [0.26, -0.08, 0.07], [0.03, 0.13, 0.01], [-0.35, -0.01, 0.05], [0.14, 0.27, -0.22], [-0.01, -0.21, -0.29], [-0.17, -0.02, 0.12], [0.15, 0.25, 0.02], [-0.13, 0.12, -0.06], [0.38, -0.16, 0.08], [0.06, -0.13, -0.36], [-0.12, 0.22, 0.08], [-0.10, -0.11, -0.01], [0.03, 0.01, 0.18], [0.26, 0.04, -0.28], [-0.02, -0.02, -0.02], [-0.15, 0.02, -0.03], [0.06, 0.08, -0.05], [-0.06, -0.14, 0.09], [0.02, -0.05, -0.05], [0.07, -0.06, 0.06], [0.01, -0.04, -0.07], [0.02, -0.10, -0.03], [0.07, -0.14, 0.02], [-0.13, 0.12, 0.13], [0.07, 0.04, -0.03], [-0.25, 0.06, 0.07], [0.00, -0.04, 0.02], [0.02, -0.01, -0.01], [-0.03, 0.00, -0.04], [0.04, 0.02, 0.05], [-0.04, -0.03, -0.04], [-0.01, -0.03, 0.03], [0.11, 0.11, -0.03], [0.17, -0.02, 0.06], [0.00, 0.00, 0.01], [-0.01, 0.00, -0.01], [-0.01, -0.01, 0.01], [-0.06, 0.00, -0.05], [0.02, -0.13, 0.06], [-0.01, 0.04, -0.03], [0.01, 0.00, 0.06], [0.08, -0.06, 0.05], [0.02, 0.01, -0.03], [0.00, 0.00, -0.03], [-0.02, 0.04, -0.02], [-0.08, 0.04, 0.07], [0.00, 0.00, 0.00], [-0.02, 0.01, 0.02], [-0.02, -0.02, 0.06], [0.06, -0.10, -0.03], [0.01, -0.01, 0.00], [-0.01, 0.01, 0.00], [-0.01, -0.03, 0.01], [0.01, 0.01, -0.05], [-0.02, -0.03, -0.02], [-0.01, 0.11, 0.02], [0.03, 0.02, -0.02], [-0.03, 0.00, 0.01], [0.01, 0.01, -0.01], [0.01, 0.10, 0.00], [-0.01, -0.02, 0.00], [0.02, 0.00, 0.00], [0.01, -0.03, -0.02], [0.02, -0.01, -0.04], [0.03, 0.00, -0.04], [-0.01, -0.01, -0.01], [0.00, 0.00, 0.00], [0.00, -0.01, 0.00], [-0.02, -0.01, -0.01], [0.01, 0.00, 0.02], [-0.02, -0.01, 0.00], [0.01, 0.00, 0.01], [0.01, 0.01, 0.00], [-0.01, 0.00, -0.01], [-0.09, 0.03, 0.01], [-0.02, 0.03, -0.08], [-0.01, -0.03, -0.01], [0.02, 0.01, 0.00], [0.00, 0.01, -0.01], [0.00, 0.00, 0.00], [0.02, 0.00, 0.01], [-0.05, 0.01, 0.01], [0.02, 0.02, 0.01], [-0.02, 0.00, 0.00], [0.00, -0.01, -0.01], [0.02, -0.02, 0.02], [0.00, 0.00, 0.00], [0.00, 0.00, 0.01], [-0.03, -0.02, 0.01], [0.02, 0.00, -0.01], [-0.01, 0.01, 0.03], [-0.01, 0.01, 0.01], [-0.01, 0.01, -0.08], [0.01, -0.01, -0.01], [0.01, 0.01, -0.01], [-0.01, 0.00, 0.00], [0.01, 0.05, 0.00], [0.00, 0.00, 0.00], [0.04, -0.06, 0.07], [0.01, 0.03, -0.04], [0.02, 0.02, 0.04], [0.02, -0.03, 0.01], [0.00, 0.01, 0.00], [0.00, 0.00, 0.00], [0.00, -0.02, -0.01], [-0.01, 0.03, -0.01], [0.00, -0.03, -0.02], [0.01, 0.01, -0.01], [0.00, 0.01, 0.01], [0.00, -0.01, 0.01], [-0.01, 0.00, 0.00], [0.00, 0.00, 0.00], [0.02, 0.01, 0.02], [0.00, 0.03, -0.02], [0.02, -0.05, 0.04], [-0.16, -0.05, -0.01], [0.01, -0.01, -0.01], [0.01, 0.01, 0.03], [-0.01, -0.01, 0.00], [0.01, 0.02, 0.01], [0.02, -0.01, -0.02], [0.00, 0.00, -0.01]],
  "mulliken_charge": [-0.4563, -0.5141, -0.2899, 0.8709, -0.7645, -0.0602, -0.2908, -0.4183, -0.8756, 0.1959, -0.6031, -0.8712, 0.9465, -0.3506, -0.5970, -0.2155, 0.2576, 0.2498, 0.3584, 0.3076, 0.2994, 0.3256, 0.4517, 0.4517, 0.1014, 0.1655, 0.5053, 0.3999, 0.3165, -0.5357, 0.1600, -0.4330, -0.6548, 0.3092, -0.6161, -0.0651, 0.0215, 0.4578, 0.4265, 0.4644, 0.5327, -0.6285, 0.1833, -0.2216, -0.4803, 0.0341, -0.6533, -0.4101, 0.0152, 0.4338, 0.5729, 0.8718, 0.3251, -0.5475, 0.2894, -0.4405, -0.1511, 0.3821, -0.4515, -0.4607, -0.3557, 0.4553, 0.4012, 0.4427, 0.4103, -0.5791, 0.4587, -0.2934, -0.3294, 0.3627, -0.5599, -0.3821, -0.4769, 0.4897, 0.4341, 0.4255, 0.4418, -0.5122, 0.5879, -0.4634, -0.3637, 0.2550, -0.5658, -0.5718, 0.0841, 0.4562, 0.4200, 0.4432, 0.2299, -0.5454, 0.2842, -0.3962, -0.3951, 0.3039, -0.5664, -0.0757, -0.3131, 0.4076, 0.4140, 0.3690, 0.4996, -0.4763, 0.2109, 0.0582, -0.2165, 0.1901, -0.5511, -0.4319, -0.4364, 0.3782, 0.4458, 0.4151, 0.4258, -0.5497, 0.3006, -0.4764, -0.1845, 0.3224, -0.3724, -0.2665, -0.4889, 0.4469, 0.3526, 0.4935, 0.4528]
}